(w)
9
Properties=species:S:1:pos:R:3:lowdin_charge:R:1 method="wB97M-V/def2-TZVPD" smiles="O=CNSC=S" orbital_gap_ha=0.30663 total_charge=0 e_lumo_ev=-0.86
C -2.473 -0.256 -0.329 -0.415
C 1.198 -0.545 0.100 -1.010
H -1.999 -0.661 -1.218 0.114
H -1.581 0.952 1.326 0.126
H 0.769 -1.485 0.473 0.024
N -1.433 0.393 0.416 -0.316
O -3.514 -0.596 0.076 0.088
S 0.160 0.791 -0.180 0.862
S 2.877 -0.291 0.010 0.527



(x)
9
Properties=species:S:1:pos:R:3:lowdin_charge:R:1 method="wB97M-V/def2-TZVPD" smiles="O=C1NSCS1" orbital_gap_ha=0.33544 total_charge=0 e_lumo_ev=0.40
C 0.085 1.342 -0.238 -0.834
C 0.621 -1.281 -0.010 -0.799
H -1.779 1.295 0.479 0.115
H 1.044 -1.523 1.002 0.052
H 0.614 -2.223 -0.586 0.036
N -0.985 0.698 0.292 -0.329
O 0.157 2.530 -0.261 0.033
S -1.151 -0.991 0.138 0.836
S 1.394 0.153 -0.817 0.891



(y)
9
Properties=species:S:1:pos:R:3:lowdin_charge:R:1 method="wB97M-V/def2-TZVPD" orbital_gap_ha=0.31421 total_charge=0 e_lumo_ev=-0.15
C -0.343 0.238 -0.812 -0.271
C 1.769 0.437 0.391 -0.959
N -0.771 -0.907 -0.569 0.163
O 0.826 0.926 -0.490 -0.156
S 3.520 0.756 -0.129 0.491
S 2.663 -1.111 0.044 0.496
H -0.909 1.028 -1.355 0.139
H 1.674 0.808 1.487 0.120
H -0.267 -1.475 -0.036 -0.022



What are the relative energies? In kJ/mol: (w) 106.9; (x) 0.0; (y) 152.9.



(w)
9
Properties=species:S:1:pos:R:3:lowdin_charge:R:1 method="wB97M-V/def2-TZVPD" smiles="C#[N+][S-].O=CS" orbital_gap_ha=0.33948 total_charge=0 e_lumo_ev=0.39
C 1.330 -1.712 -0.153 0.083
C -1.787 0.485 -0.043 -0.641
N 1.929 -0.731 -0.002 -0.672
O -1.209 -0.604 0.025 -0.111
S 2.589 0.600 0.336 0.637
S -0.882 1.996 0.144 0.751
H 0.568 -2.286 -0.533 0.062
H -2.931 0.726 -0.159 0.104
H 0.392 1.527 0.385 -0.212



(x)
9
Properties=species:S:1:pos:R:3:lowdin_charge:R:1 method="wB97M-V/def2-TZVPD" smiles="O=C(C=S)NS" orbital_gap_ha=0.27118 total_charge=0 e_lumo_ev=-1.52
C -0.038 0.444 0.001 -0.664
C -1.547 0.440 0.000 -0.500
H 2.590 0.383 0.009 -0.123
H -0.013 -1.608 0.016 0.048
H -1.989 1.483 0.002 0.092
N 0.590 -0.769 -0.013 -0.389
O 0.520 1.530 -0.008 0.020
S 2.279 -0.926 -0.003 0.786
S -2.391 -0.977 -0.005 0.730



What are the relative energies? In kJ/mol: (w) 149.2; (x) 0.0.



(w)
12
Properties=species:S:1:pos:R:3:lowdin_charge:R:1 method="wB97M-V/def2-TZVPD" smiles="O=C1CNNC(=O)S1" orbital_gap_ha=0.35990 total_charge=0 e_lumo_ev=0.47
C -1.352 -0.965 -0.043 -0.635
C -1.074 0.569 0.193 -0.156
C 1.537 -0.932 -0.069 -0.768
H -1.956 1.202 -0.143 0.151
H -0.924 0.678 1.239 0.105
H 0.117 1.972 -0.731 0.136
H 1.971 0.996 0.318 0.147
N 0.100 0.978 -0.532 -0.082
N 1.243 0.411 -0.029 -0.011
O -2.424 -1.508 -0.036 0.025
O 2.643 -1.392 0.076 0.013
S 0.119 -2.009 -0.244 1.075



(x)
12
Properties=species:S:1:pos:R:3:lowdin_charge:R:1 method="wB97M-V/def2-TZVPD" smiles="O=c1[nH]cc(O)n1S" orbital_gap_ha=0.30459 total_charge=0 e_lumo_ev=0.45
C -0.291 0.153 1.216 -0.410
C 0.905 0.601 1.634 -0.032
C 1.076 0.212 -0.619 -0.569
H -2.139 -0.378 1.339 0.119
H 1.211 0.889 2.619 0.116
H 2.713 0.900 0.475 0.155
H -0.556 -0.614 -2.218 -0.121
N 1.743 0.638 0.505 0.114
N -0.198 -0.090 -0.149 -0.328
O -1.397 -0.053 1.937 0.071
O 1.454 0.103 -1.773 0.017
S -1.415 -0.676 -1.212 0.868



(y)
12
Properties=species:S:1:pos:R:3:lowdin_charge:R:1 method="wB97M-V/def2-TZVPD" smiles="Nc1cc(=O)on1S" orbital_gap_ha=0.34704 total_charge=0 e_lumo_ev=0.35
C -0.174 1.049 -0.082 -0.402
C 1.171 1.172 0.123 0.055
C 1.713 -0.177 0.039 -0.471
H -0.927 2.867 0.319 0.092
H -2.114 1.664 0.135 0.071
H 1.753 2.104 0.201 0.127
H -1.492 -1.245 1.439 -0.086
N -1.174 1.988 -0.054 0.144
N -0.506 -0.261 -0.440 -0.465
O 2.834 -0.621 0.216 0.080
O 0.697 -1.051 -0.362 -0.004
S -1.874 -1.023 0.128 0.859



What are the relative energies? In kJ/mol: (w) 47.8; (x) 0.0; (y) 113.5.



(w)
21
Properties=species:S:1:pos:R:3:lowdin_charge:R:1 method="wB97M-V/def2-TZVPD" orbital_gap_ha=0.39678 total_charge=+1 e_lumo_ev=-3.21
C 1.054 -0.318 0.321 -0.067
N -0.060 -1.334 0.167 0.053
C -1.222 -0.679 -0.509 -0.117
C -1.118 0.790 -0.160 -0.142
C 0.308 1.045 0.376 -0.132
H 1.571 -0.475 1.255 0.130
H 1.599 -0.373 -0.604 0.132
H -0.305 -1.710 1.083 0.184
H 0.224 -2.147 -0.389 0.145
H -2.173 -1.088 -0.206 0.130
H -1.120 -0.927 -1.567 0.134
H -1.365 1.522 -0.928 0.126
H -1.807 1.049 0.643 0.116
H 0.252 1.317 1.430 0.114
H 0.847 1.805 -0.152 0.107
H 1.686 4.598 1.628 0.029
H 3.033 4.650 0.846 0.034
O 2.080 4.604 0.755 -0.056
H -1.441 -4.200 -0.581 0.052
H -0.978 -4.377 -2.066 0.064
O -1.064 -3.753 -1.339 -0.037



(x)
21
Properties=species:S:1:pos:R:3:lowdin_charge:R:1 method="wB97M-V/def2-TZVPD" orbital_gap_ha=0.20531 total_charge=+1 e_lumo_ev=-9.40
C -1.731 1.317 -1.053 -0.060
C -1.640 1.647 0.417 -0.223
C -1.378 0.394 1.231 -0.087
C 0.135 0.026 1.148 -0.236
O 0.508 -0.018 -0.122 0.028
N 2.789 -0.232 -0.168 0.207
H -1.200 2.103 -1.590 0.092
H -1.309 0.333 -1.303 0.095
H -2.700 1.355 -1.529 0.100
H -2.550 2.148 0.763 0.145
H -1.951 -0.432 0.808 0.139
H -1.685 0.452 2.272 0.142
H 0.138 -0.989 1.613 0.187
H 0.833 0.535 1.819 0.144
H 0.595 -1.681 -0.642 -0.039
H 3.069 0.698 0.067 0.091
H -0.862 2.390 0.582 0.124
H 2.168 -0.851 -0.644 0.031
H 1.052 -2.636 -1.792 0.056
H 3.686 -0.709 -0.032 0.101
O 0.559 -2.593 -0.966 -0.036



What are the relative energies? In kJ/mol: (w) 0.0; (x) 708.3.



(w)
21
Properties=species:S:1:pos:R:3:lowdin_charge:R:1 method="wB97M-V/def2-TZVPD" orbital_gap_ha=0.43996 total_charge=+1 e_lumo_ev=-2.81
O 0.258 -0.664 -2.260 -0.054
C 1.407 -0.203 -1.627 -0.230
C 1.499 -0.681 -0.134 -0.099
N 0.130 -0.452 0.399 0.040
C -0.025 -0.835 1.960 -0.109
C -0.824 0.279 2.557 -0.081
H 0.381 -1.464 -2.796 0.120
H 2.254 -0.616 -2.149 0.123
H 1.417 0.907 -1.639 0.139
H 1.913 -1.678 -0.012 0.138
H 2.179 -0.013 0.386 0.133
H -0.608 -0.983 -0.074 0.167
H -0.228 0.510 0.365 0.135
H -0.566 -1.774 1.895 0.127
H 1.018 -0.898 2.263 0.122
H -0.200 1.188 2.677 0.103
H -1.729 0.536 1.998 0.090
H -1.057 0.109 3.609 0.095
H -2.427 1.677 -1.429 0.038
H -2.115 3.048 -0.780 0.053
O -1.991 2.096 -0.691 -0.050



(x)
21
Properties=species:S:1:pos:R:3:lowdin_charge:R:1 method="wB97M-V/def2-TZVPD" orbital_gap_ha=0.44336 total_charge=+1 e_lumo_ev=-2.89
O -1.895 -1.313 0.061 -0.047
C -1.357 -1.583 -1.236 -0.196
C 0.066 -1.056 -1.199 -0.123
N 0.107 0.370 -0.745 0.042
C 1.488 0.947 -0.628 -0.150
C 2.193 0.241 0.551 -0.049
H -1.887 -2.089 0.616 0.101
H -1.487 -2.576 -1.673 0.142
H -1.904 -0.815 -1.822 0.132
H 0.642 -1.634 -0.461 0.127
H 0.634 -1.122 -2.143 0.150
H -0.291 0.348 0.208 0.156
H -0.498 0.979 -1.296 0.187
H 2.140 0.796 -1.493 0.130
H 1.360 2.022 -0.548 0.129
H 2.081 0.916 1.416 0.079
H 1.721 -0.682 0.841 0.068
H 3.273 0.193 0.542 0.089
H 0.159 2.126 3.096 0.059
H -0.943 2.766 2.287 0.038
O -0.607 1.899 2.525 -0.064



What are the relative energies? In kJ/mol: (w) 0.0; (x) 14.6.